[1]
Formula: C10H9N
Source: the OMol25 dataset
Level of theory: wB97M-V/def2-TZVPD

LUMO energy	0.14	eV
orbital gap	8.8	eV
HOMO	-0.3167	Ha
SMILES	Cc1ccc2ncccc2c1
energy relative to the best compared isomer or geometry (same formula, charge and spin)	2.820	eV
F_max	8.46	eV/Å

Each line ends with the natural charge from an NBO analysis.
Positions of all 20 atoms, in Å:
C1 0.98563 -3.21945 -0.89053  -0.647
C2 0.42218 -1.82831 -0.68990  -0.025
C3 -0.76025 -1.54671 -1.40963  -0.179
C4 -1.47683 -0.41747 -0.83008  -0.193
C5 -0.85447 0.50739 0.05293  0.115
N1 -1.46028 1.62005 0.43628  -0.398
C6 -0.76267 2.66085 0.92271  0.045
C7 0.67318 2.50715 1.20332  -0.258
C8 1.32326 1.29338 1.03267  -0.139
C9 0.50141 0.23940 0.39703  -0.064
C10 0.94273 -0.95474 0.08705  -0.222
H1 0.57934 -4.18918 -0.31535  0.232
H2 2.05438 -2.95011 -0.66810  0.209
H3 0.99538 -3.73689 -1.87820  0.224
H4 -1.06172 -2.25431 -2.34079  0.233
H5 -2.45067 -0.15934 -1.40180  0.229
H6 -1.42189 3.52953 1.11261  0.212
H7 1.18795 3.17758 1.75843  0.208
H8 2.37793 1.06202 1.12882  0.222
H9 1.99631 -1.26860 0.29704  0.195

Atoms 1-2, force components in eV/Å:
1.8 -1.7 0.5
-4.4 -5.5 -4.7



[2]
Formula: C10H9N2O
Source: the OMol25 dataset
Level of theory: wB97M-V/def2-TZVPD

LUMO energy (alpha / beta)	-7.16 / -7.14	eV
orbital gap (alpha / beta)	4.9 / 4.9	eV
charge	+1
HOMO (alpha / beta)	-0.4422 / -0.4421	Ha
SMILES	Cc1[nH+]c#cn1-c1cccc(O)c1
energy relative to the best compared isomer or geometry (same formula, charge and spin)	6.440	eV
F_max	4.96	eV/Å

Each line ends with the natural charge from an NBO analysis.
Positions of all 22 atoms, in Å:
C1 1.86517 1.96708 0.65606  -0.700
C2 2.08118 0.59985 0.01378  0.570
N1 3.28564 0.18093 -0.38287  -0.537
C3 3.08160 -1.13648 -0.73697  0.285
C4 1.78940 -1.53964 -0.58977  0.171
N2 1.18688 -0.43878 -0.13659  -0.382
C5 -0.17410 -0.47101 0.09393  0.122
C6 -0.70432 -1.53715 0.79272  -0.250
C7 -2.01071 -1.81051 0.78760  -0.160
C8 -2.97815 -0.92635 0.32315  -0.232
C9 -2.43573 0.13315 -0.47987  0.360
O1 -3.36716 0.74224 -1.17278  -0.639
C10 -1.03304 0.37403 -0.62081  -0.332
H1 2.86487 2.44773 0.58651  0.251
H2 1.67041 1.84460 1.73374  0.285
H3 1.04964 2.65580 0.37457  0.294
H4 4.12348 0.60945 -0.27877  0.449
H5 0.04744 -2.24619 1.20871  0.234
H6 -2.37543 -2.78132 1.00668  0.236
H7 -4.01669 -1.20660 -0.01344  0.255
H8 -3.10222 1.39418 -1.79037  0.492
H9 -0.84817 1.14499 -1.37522  0.228

Atoms 1-2, force components in eV/Å:
0.9 -0.4 0.4
-1.8 1.7 1.0



[3]
Formula: C10H9N2O7Zr
Source: the OMol25 dataset
Level of theory: wB97M-V/def2-TZVPD

LUMO energy	-4.27	eV
orbital gap	9.6	eV
charge	+1
HOMO	-0.5093	Ha
F_max	2.86	eV/Å

Each line ends with the natural charge from an NBO analysis.
Positions of all 29 atoms, in Å:
Zr1 0.43260 0.55520 0.21270  2.300
O1 -5.22330 2.68060 -0.34880  -0.605
C1 -3.96700 2.31510 -0.19150  0.411
C2 -2.87480 3.04480 -0.71230  -0.277
C3 -1.60790 2.52130 -0.53400  0.152
N1 -1.44880 1.37000 0.11510  -0.601
C4 -2.43370 0.72870 0.74960  0.153
C5 -3.73280 1.16380 0.59950  -0.242
C6 -1.80060 -0.31900 1.70870  0.762
O2 -2.43690 -1.12670 2.31770  -0.491
O3 -0.49360 -0.14390 1.78450  -0.791
C7 -0.20150 3.15300 -0.78280  0.762
O4 -0.05280 4.18450 -1.36700  -0.490
O5 0.72470 2.43670 -0.18660  -0.767
H1 -5.34650 3.48860 -0.87120  0.511
H2 -3.00470 3.99130 -1.21900  0.262
H3 -4.57150 0.67460 1.07040  0.274
N2 2.32520 -0.42860 1.14630  -0.900
C8 3.06660 -1.25270 0.15060  -0.214
C9 2.10390 -2.09530 -0.71910  -0.518
C10 1.03620 -1.11500 -1.15090  0.742
O6 -0.14760 -1.22420 -0.70840  -0.636
O7 1.37810 0.02550 -1.57820  -0.643
H4 3.00120 0.20400 1.59560  0.428
H5 1.94500 -1.04850 1.88170  0.425
H6 3.76370 -1.93410 0.65110  0.229
H7 3.63410 -0.57130 -0.49880  0.234
H8 1.62370 -2.89880 -0.15350  0.252
H9 2.65350 -2.51500 -1.56220  0.279

Atoms 1-2, force components in eV/Å:
2.3 1.3 1.1
-0.4 0.1 0.0



[4]
Formula: C10H9N3
Source: the OMol25 dataset
Level of theory: wB97M-V/def2-TZVPD

LUMO energy	0.45	eV
orbital gap	9.0	eV
HOMO	-0.3135	Ha
energy relative to the best compared isomer or geometry (same formula, charge and spin)	0.658	eV
F_max	5.36	eV/Å

Each line ends with the natural charge from an NBO analysis.
Positions of all 22 atoms, in Å:
C1 3.12494 -0.40345 0.81699  0.267
C2 2.65242 -0.61363 -0.48926  -0.529
C3 1.77260 0.59961 -1.03493  -0.168
C4 0.32435 1.96480 0.24921  0.255
C5 -1.46855 1.01688 0.37798  0.109
C6 -2.80315 0.61915 0.52721  -0.197
C7 -3.18131 -0.67531 0.49871  -0.243
C8 -2.23101 -1.64625 0.25388  -0.192
C9 -0.89059 -1.26095 -0.14207  -0.263
C10 -0.59189 0.03479 -0.18214  0.083
H1 1.93316 -1.39793 -0.30656  0.253
H2 3.47605 -0.96275 -1.03371  0.259
H3 2.31885 1.51073 -0.97224  0.221
H4 1.56857 0.30298 -2.11959  0.208
H5 1.18387 2.71754 0.33875  0.195
H6 -3.55356 1.45383 0.55025  0.222
H7 -4.22295 -0.94816 0.51654  0.219
H8 -2.47969 -2.69195 0.38907  0.213
H9 -0.28713 -2.13724 -0.38755  0.221
N1 3.65204 -0.44665 1.83701  -0.305
N2 0.56946 0.75860 -0.32918  -0.387
N3 -0.86646 2.20537 0.64162  -0.442

Atoms 1-2, force components in eV/Å:
1.5 0.1 2.2
-2.9 1.3 0.1



[5]
Formula: C10H9N5O3
Source: the OMol25 dataset
Level of theory: wB97M-V/def2-TZVPD

LUMO energy	-1.01	eV
orbital gap	8.6	eV
HOMO	-0.3521	Ha
SMILES	Cc1cc(C(=O)Nc2ncn[nH]2)ccc1[N+](=O)[O-]
energy relative to the best compared isomer or geometry (same formula, charge and spin)	0.000	eV
F_max	1.40	eV/Å

Each line ends with the natural charge from an NBO analysis.
Positions of all 27 atoms, in Å:
C1 1.78204 1.39588 1.65548  -0.635
C2 1.44350 0.26789 0.74298  0.027
C3 0.18176 -0.31555 0.81847  -0.149
C4 -0.19379 -1.36421 -0.01193  -0.148
C5 -1.52659 -2.01850 0.15754  0.667
O1 -1.65193 -3.20570 0.33648  -0.551
N1 -2.62015 -1.18842 0.14349  -0.616
C6 -2.72137 0.13107 -0.21629  0.490
N2 -3.70601 0.92010 0.15374  -0.505
C7 -3.42157 2.09002 -0.45681  0.141
N3 -2.33123 2.06658 -1.17731  -0.282
N4 -1.87844 0.80781 -1.03484  -0.375
C8 0.70818 -1.87406 -0.94266  -0.186
C9 1.95658 -1.30116 -1.05109  -0.174
C10 2.32252 -0.24447 -0.22047  0.022
N5 3.65548 0.28300 -0.40462  0.526
O2 4.16328 0.90507 0.50151  -0.367
O3 4.19074 0.05959 -1.46951  -0.372
H1 0.89277 1.74214 2.17569  0.215
H2 2.52029 1.07624 2.38973  0.246
H3 2.22444 2.22754 1.11042  0.241
H4 -0.51675 0.05359 1.55554  0.221
H5 -3.49528 -1.60707 0.43917  0.438
H6 -4.03587 2.95949 -0.35570  0.204
H7 -1.04093 0.50541 -1.50513  0.427
H8 0.42276 -2.70767 -1.56417  0.239
H9 2.67553 -1.66459 -1.76972  0.255

Atoms 1-2, force components in eV/Å:
0.1 0.2 0.3
0.2 -0.1 -0.2



[6]
Formula: C10H9N7O6
Source: the OMol25 dataset
Level of theory: wB97M-V/def2-TZVPD

LUMO energy	-1.70	eV
orbital gap	7.1	eV
HOMO	-0.3238	Ha
energy relative to the best compared isomer or geometry (same formula, charge and spin)	0.000	eV
F_max	3.07	eV/Å

Each line ends with the natural charge from an NBO analysis.
Positions of all 32 atoms, in Å:
O1 1.62881 -3.52915 -2.27119  -0.342
N1 0.89933 -3.13964 -1.37669  0.418
C1 0.99337 -2.22269 -0.34491  0.006
C2 -0.20995 -2.27860 0.37950  0.091
N2 -1.06869 -3.19049 -0.16555  -0.061
O2 -0.38103 -3.71591 -1.22903  -0.142
C3 -0.40263 -1.39360 1.52067  0.025
N3 -1.68948 -1.35533 2.23112  0.502
O3 -2.26543 -2.41608 2.51808  -0.342
O4 -2.14623 -0.22763 2.50804  -0.356
C4 0.61698 -0.49852 1.87038  -0.147
C5 1.79020 -0.46636 1.10561  0.017
N4 2.79497 0.50652 1.04464  0.415
O5 3.04139 1.49437 1.71875  -0.350
O6 3.59180 0.19846 -0.08160  -0.140
N5 3.12884 -0.92325 -0.73086  -0.066
C6 2.03019 -1.30646 -0.01174  0.098
H1 0.57498 0.12120 2.77374  0.324
C7 0.23304 2.75534 4.99162  -0.666
C8 0.53540 1.35586 5.41602  0.470
N6 0.69910 0.31336 4.65974  -0.566
C9 1.03547 -0.83978 5.49741  -0.244
C10 0.98406 -0.33508 6.93892  -0.234
N7 0.67313 1.06147 6.73557  -0.611
H2 0.12740 3.39746 5.86835  0.217
H3 1.04513 3.14695 4.36867  0.248
H4 -0.69473 2.77805 4.41007  0.250
H5 0.31077 -1.64968 5.33814  0.200
H6 2.04553 -1.22090 5.27773  0.193
H7 0.19553 -0.83744 7.50789  0.194
H8 1.94859 -0.46733 7.43672  0.193
H9 0.59264 1.73741 7.48065  0.403

Atoms 1-2, force components in eV/Å:
-0.7 0.5 0.9
-0.1 0.8 1.3